(1)
A single C12H18N4O2S molecule in a non-equilibrium geometry. Source: the Open Molecules 2025 dataset; level of theory: wB97M-V/def2-TZVPD.

Calculated values
- structure (SMILES) = CC(=O)NC1CCN(CC(=O)Nc2nccs2)CC1
- multiplicity = 1
- ΔE to the lowest compared entry with this formula, charge and spin (eV) = 0.824
- HOMO-LUMO gap (eV) = 9.167
- calculated total energy (eV) = -33627.6759

CARTESIAN COORDINATES (ANGSTROEM)
C (1.39, 5.11, 0.38)
C (2.07, 3.98, 1.13)
O (2.96, 4.14, 1.93)
N (1.58, 2.76, 0.80)
C (2.07, 1.53, 1.38)
C (1.01, 0.85, 2.26)
C (-0.11, 0.26, 1.43)
N (0.43, -0.70, 0.48)
C (-0.61, -1.46, -0.18)
C (-0.07, -2.71, -0.85)
O (1.09, -3.05, -0.87)
N (-1.00, -3.51, -1.48)
C (-2.35, -3.44, -1.65)
N (-2.98, -4.38, -2.28)
C (-4.31, -4.14, -2.36)
C (-4.73, -2.98, -1.79)
S (-3.39, -2.13, -1.10)
C (1.33, -0.05, -0.45)
C (2.52, 0.54, 0.31)
H (1.85, 6.05, 0.67)
H (1.51, 4.98, -0.69)
H (0.33, 5.14, 0.62)
H (0.84, 2.69, 0.13)
H (2.93, 1.82, 2.00)
H (1.49, 0.05, 2.82)
H (0.61, 1.58, 2.97)
H (-0.81, -0.26, 2.09)
H (-0.67, 1.06, 0.91)
H (-1.34, -1.77, 0.57)
H (-1.14, -0.86, -0.95)
H (-0.60, -4.34, -1.90)
H (-4.94, -4.85, -2.86)
H (-5.72, -2.58, -1.72)
H (1.70, -0.80, -1.15)
H (0.81, 0.74, -1.03)
H (3.06, -0.28, 0.79)
H (3.19, 1.03, -0.40)

Atom charges from the Löwdin analysis, given in e for atoms 1 to 8: C -0.003; C -0.543; O 0.056; N 0.087; C -0.310; C -0.115; C -0.191; N -0.157

---

(2)
2 unconnected molecules or ions with the total composition C12H18PS in a non-equilibrium geometry. Source: the Open Molecules 2025 dataset; level of theory: wB97M-V/def2-TZVPD.

Calculated values
- multiplicity = 1
- ΔE to the lowest compared entry with this formula, charge and spin (eV) = 0.000
- net charge = +1
- HOMO-LUMO gap (eV) = 8.666
- calculated total energy (eV) = -32849.7362

CARTESIAN COORDINATES (ANGSTROEM)
C (2.18, 1.16, 1.93)
C (0.91, 0.92, 1.46)
C (2.67, 2.31, 1.40)
C (0.45, 1.77, 0.50)
C (0.08, -2.05, -0.30)
C (-1.36, -2.18, -0.18)
C (0.75, -2.31, -1.38)
C (-1.83, -2.12, 1.01)
C (2.28, -2.27, -1.45)
C (-1.91, -2.19, 2.32)
C (-0.74, 1.72, -2.27)
C (-2.40, 2.38, 0.12)
P (-0.99, 1.47, -0.54)
S (1.63, 3.08, 0.37)
H (2.80, 0.56, 2.57)
H (0.40, -0.04, 1.59)
H (3.61, 2.81, 1.79)
H (0.72, -1.99, 0.55)
H (-1.91, -2.33, -1.08)
H (0.23, -2.44, -2.28)
H (2.65, -1.54, -2.27)
H (2.86, -1.85, -0.58)
H (2.74, -3.22, -1.65)
H (-1.80, -3.16, 2.84)
H (-2.39, -1.33, 2.67)
H (-1.33, 0.09, -0.52)
H (-1.71, 2.14, -2.58)
H (-0.55, 0.63, -2.58)
H (0.07, 2.50, -2.42)
H (-2.30, 3.44, -0.08)
H (-2.49, 2.15, 1.31)
H (-3.34, 1.87, -0.28)

Atom charges from the Löwdin analysis, given in e for atoms 1 to 8: C -0.168; C -0.202; C -0.436; C -0.621; C -0.194; C -0.155; C -0.147; C -0.111

---

(3)
A molecular structure, C12H19AuO4P in a non-equilibrium geometry. Source: the Open Molecules 2025 dataset; level of theory: wB97M-V/def2-TZVPD.

Calculated values
- <S²> = 2.0079
- multiplicity = 3
- ΔE to the lowest compared entry with this formula, charge and spin (eV) = 1.214
- net charge = +3
- HOMO-LUMO gap (spin up / spin down) (eV) = 8.393 / 4.465
- calculated total energy (eV) = -33885.7239

CARTESIAN COORDINATES (ANGSTROEM)
Au (-0.50, 1.78, -0.62)
C (0.06, 2.89, 0.68)
O (0.19, 3.71, 1.47)
C (0.09, 4.03, -2.28)
O (0.14, 5.11, -2.56)
C (-2.30, 1.63, -1.36)
O (-3.46, 1.74, -1.30)
C (2.41, 1.74, -1.36)
O (3.54, 1.96, -1.23)
C (0.15, -0.12, -3.23)
H (1.04, -0.59, -2.89)
H (-0.75, -0.68, -3.11)
C (0.12, 1.14, -3.58)
H (-0.79, 1.63, -3.90)
H (1.00, 1.75, -3.72)
C (-2.46, -0.28, 1.78)
C (-0.92, -0.24, 2.00)
P (0.03, -0.31, 0.56)
C (1.83, -0.40, 1.16)
C (2.07, -1.29, 2.34)
C (-0.24, -1.91, -0.26)
C (-0.38, -3.13, 0.64)
H (-2.87, 0.65, 1.32)
H (-2.99, -0.43, 2.75)
H (-2.77, -1.13, 1.11)
H (-0.68, 0.67, 2.56)
H (-0.69, -1.06, 2.70)
H (2.41, -0.68, 0.26)
H (2.10, 0.66, 1.38)
H (2.00, -2.35, 2.09)
H (3.07, -1.11, 2.70)
H (1.41, -1.11, 3.18)
H (-1.17, -1.77, -0.85)
H (0.56, -2.05, -1.02)
H (-1.12, -3.03, 1.44)
H (-0.72, -3.98, 0.04)
H (0.57, -3.41, 1.10)

Atom charges from the Löwdin analysis, given in e for atoms 1 to 8: Au 0.896; C -0.282; O 0.271; C 0.001; O 0.189; C -0.134; O 0.236; C 0.028

---

(4)
3 unconnected molecules or ions with the total composition C12H19B3N4O4 in a non-equilibrium geometry. Source: the Open Molecules 2025 dataset; level of theory: wB97M-V/def2-TZVPD.

Calculated values
- structure (SMILES) = CCCNB1OBOB(N=C=O)O1.c1cc[nH]c1.c1cc[nH]c1
- multiplicity = 1
- HOMO-LUMO gap (eV) = 8.429
- calculated total energy (eV) = -28940.5410

CARTESIAN COORDINATES (ANGSTROEM)
C (0.54, -4.67, 3.31)
C (1.30, -3.38, 3.61)
C (1.40, -2.43, 2.42)
N (0.14, -2.21, 1.68)
B (-0.96, -1.69, 2.39)
O (-0.83, -0.98, 3.58)
B (-1.82, -1.26, 4.50)
O (-3.12, -1.32, 4.04)
B (-3.24, -1.99, 2.84)
N (-4.42, -2.81, 2.61)
C (-4.29, -3.94, 2.20)
O (-4.18, -5.02, 1.79)
O (-2.26, -1.89, 1.89)
H (-0.51, -4.57, 3.60)
H (0.53, -4.89, 2.24)
H (0.95, -5.51, 3.85)
H (0.89, -2.86, 4.47)
H (2.32, -3.64, 3.89)
H (2.13, -2.83, 1.71)
H (1.78, -1.47, 2.74)
H (-0.11, -3.00, 1.10)
H (-1.54, -1.54, 5.62)
C (1.90, 0.89, -2.13)
C (0.65, 1.56, -2.25)
C (-0.15, 1.12, -1.23)
N (0.57, 0.21, -0.50)
C (1.81, 0.06, -1.04)
H (2.76, 1.00, -2.77)
H (0.38, 2.28, -3.00)
H (-1.16, 1.38, -0.96)
H (0.23, -0.29, 0.31)
H (2.53, -0.61, -0.60)
C (1.64, 5.69, -5.76)
C (0.73, 6.75, -5.47)
C (-0.32, 6.21, -4.79)
N (-0.09, 4.87, -4.65)
C (1.10, 4.55, -5.24)
H (2.57, 5.76, -6.29)
H (0.85, 7.79, -5.74)
H (-1.21, 6.67, -4.38)
H (-0.70, 4.23, -4.19)
H (1.46, 3.53, -5.24)

Atom charges from the Löwdin analysis, given in e for atoms 1 to 8: C -0.081; C -0.229; C -0.196; N 0.144; B -0.691; O 0.273; B -0.315; O 0.284

---

(5)
A molecular structure, C12H19ClCrIN4O in a non-equilibrium geometry. Source: the Open Molecules 2025 dataset; level of theory: wB97M-V/def2-TZVPD.

Calculated values
- <S²> = 3.8669
- multiplicity = 4
- net charge = -2
- HOMO-LUMO gap (spin up / spin down) (eV) = 1.243 / 4.060
- calculated total energy (eV) = -69799.5887

CARTESIAN COORDINATES (ANGSTROEM)
C (-1.63, 0.15, -2.58)
I (-0.83, 0.90, -4.28)
H (-2.50, -0.52, -2.65)
H (-0.73, -0.41, -2.29)
H (-1.87, 1.09, -2.10)
C (0.46, 3.60, 2.14)
C (-0.73, 3.90, 1.56)
N (-1.12, 2.82, 0.80)
C (-0.19, 1.79, 0.87)
N (0.78, 2.33, 1.71)
H (1.06, 4.16, 2.78)
H (-1.34, 4.80, 1.64)
C (2.17, -3.32, -1.04)
C (0.64, -1.78, -0.32)
N (1.97, -2.02, -0.60)
H (0.68, -4.92, -1.31)
N (0.03, -3.01, -0.57)
H (3.15, -3.69, -1.30)
Cr (-0.22, -0.18, 0.57)
C (-1.91, -0.36, 0.00)
O (-3.07, -0.57, -0.10)
C (0.97, -3.92, -1.04)
C (-1.36, -3.31, -0.38)
H (-1.41, -4.43, -0.38)
H (-1.97, -2.94, -1.21)
H (-1.73, -2.94, 0.56)
C (3.02, -1.03, -0.39)
H (3.95, -1.47, -0.80)
H (3.17, -0.84, 0.67)
H (2.79, -0.10, -0.90)
C (1.96, 1.59, 2.10)
H (2.87, 2.18, 1.83)
H (1.99, 0.63, 1.64)
H (1.97, 1.48, 3.21)
C (-2.34, 2.80, 0.02)
H (-2.13, 2.77, -1.06)
H (-2.85, 3.78, 0.24)
H (-3.00, 2.00, 0.29)
Cl (-0.71, -1.02, 2.66)

Atom charges from the Löwdin analysis, given in e for atoms 1 to 8: C -0.801; I -0.118; H 0.018; H -0.051; H -0.068; C -0.091; C -0.093; N -0.137

---

(6)
3 unconnected molecules or ions with the total composition C12H19F6N2O6 in a non-equilibrium geometry. Source: the Open Molecules 2025 dataset; level of theory: wB97M-V/def2-TZVPD.

Calculated values
- multiplicity = 1
- net charge = -1
- HOMO-LUMO gap (eV) = 5.919
- calculated total energy (eV) = -44324.3384

CARTESIAN COORDINATES (ANGSTROEM)
N (2.50, -0.57, 2.85)
C (2.07, -1.95, 3.11)
C (2.80, -3.02, 2.30)
C (1.92, -3.75, 1.29)
N (0.93, -4.63, 1.96)
C (2.77, -4.58, 0.28)
O (2.49, -4.42, -0.92)
O (3.54, -5.42, 0.81)
H (2.47, 0.00, 3.68)
H (1.94, -0.13, 2.13)
H (2.20, -2.12, 4.19)
H (0.99, -2.06, 2.92)
H (3.26, -3.79, 2.94)
H (3.64, -2.53, 1.76)
H (1.35, -3.00, 0.71)
H (1.17, -4.77, 2.94)
H (0.00, -4.23, 1.94)
C (0.53, 4.06, -1.93)
C (0.97, 4.45, -0.54)
O (0.22, 3.70, 0.45)
C (0.47, 2.40, 0.52)
O (1.29, 1.78, -0.08)
C (-0.49, 1.75, 1.55)
F (-1.75, 2.19, 1.40)
F (-0.09, 2.06, 2.79)
F (-0.48, 0.43, 1.41)
H (-0.55, 4.15, -2.03)
H (1.00, 4.69, -2.68)
H (0.80, 3.02, -2.13)
H (0.73, 5.49, -0.30)
H (2.03, 4.28, -0.39)
C (-2.37, -1.26, -1.34)
C (-2.54, -0.86, -2.79)
O (-3.40, 0.32, -2.91)
C (-2.82, 1.47, -2.65)
O (-1.67, 1.66, -2.35)
C (-3.84, 2.62, -2.80)
F (-4.97, 2.36, -2.13)
F (-4.16, 2.79, -4.09)
F (-3.34, 3.76, -2.34)
H (-3.34, -1.45, -0.88)
H (-1.78, -2.17, -1.29)
H (-1.85, -0.49, -0.77)
H (-3.06, -1.62, -3.37)
H (-1.58, -0.63, -3.26)

Atom charges from the Löwdin analysis, given in e for atoms 1 to 8: N -0.011; C -0.290; C -0.185; C -0.353; N 0.041; C -0.740; O -0.089; O -0.086

---

(7)
A molecular structure, C12H19F7GaO5S in a non-equilibrium geometry. Source: the Open Molecules 2025 dataset; level of theory: wB97M-V/def2-TZVPD.

Calculated values
- multiplicity = 1
- net charge = -1
- HOMO-LUMO gap (eV) = 8.914
- calculated total energy (eV) = -105221.8482

CARTESIAN COORDINATES (ANGSTROEM)
C (2.26, 3.11, 0.98)
C (3.56, 2.17, 1.22)
O (4.09, 1.83, -0.08)
C (3.83, 0.45, -0.42)
C (2.36, 0.23, -1.05)
C (1.87, -1.29, -0.93)
C (1.39, -1.71, 0.54)
C (0.03, -0.96, 0.95)
Ga (-1.51, -1.47, -0.34)
C (-1.73, -3.53, -0.57)
C (-0.53, -4.09, -1.45)
O (-0.30, -3.75, -2.62)
O (0.31, -5.09, -0.88)
S (-3.53, -0.45, 0.28)
O (-4.54, -0.39, -0.86)
O (-4.15, -1.39, 1.31)
C (-3.31, 1.19, 1.15)
F (-4.27, 1.22, 2.21)
F (-2.05, 1.35, 1.79)
C (-3.60, 2.49, 0.26)
F (-3.42, 3.61, 1.14)
F (-4.95, 2.50, -0.10)
C (-2.59, 2.73, -0.95)
F (-2.55, 1.71, -1.88)
F (-1.28, 3.04, -0.52)
F (-3.05, 3.88, -1.63)
H (1.40, 2.60, 1.53)
H (2.43, 4.13, 1.45)
H (1.97, 3.21, -0.11)
H (3.24, 1.25, 1.83)
H (4.38, 2.70, 1.82)
H (4.57, 0.18, -1.26)
H (4.03, -0.26, 0.45)
H (2.42, 0.45, -2.17)
H (1.59, 0.91, -0.54)
H (2.74, -1.98, -1.21)
H (1.06, -1.43, -1.72)
H (1.19, -2.82, 0.52)
H (2.20, -1.46, 1.30)
H (-0.23, -1.19, 2.05)
H (0.14, 0.18, 0.86)
H (-1.14, -0.89, -1.79)
H (-2.69, -3.82, -1.11)
H (-1.77, -4.07, 0.45)
H (0.15, -5.04, 0.08)

Atom charges from the Löwdin analysis, given in e for atoms 1 to 8: C -0.086; C -0.244; O -0.208; C -0.225; C -0.158; C -0.222; C -0.269; C -0.288

---

(8)
A gas-phase ion, C12H19F9N4OPS (charge +1) in a non-equilibrium geometry. Source: the Open Molecules 2025 dataset; level of theory: wB97M-V/def2-TZVPD.

Calculated values
- structure (SMILES) = [H]/N=C(/C)C[C@@]1([PH2]=N)C[NH2+][C@@H](N=C=O)[C@@H]1CCC(F)(F)C(F)(F)S(F)(F)(F)(F)F
- multiplicity = 1
- net charge = +1
- HOMO-LUMO gap (eV) = 8.744
- calculated total energy (eV) = -65331.3304

CARTESIAN COORDINATES (ANGSTROEM)
H (-4.25, 0.38, 2.30)
N (-3.45, 0.03, 2.83)
C (-2.62, -0.56, 2.08)
C (-1.40, -1.17, 2.71)
C (-2.85, -0.71, 0.59)
C (-1.81, 0.02, -0.34)
P (-1.47, -1.26, -1.66)
N (-1.00, -2.65, -1.13)
C (-2.58, 1.13, -1.09)
N (-1.44, 1.94, -1.65)
C (-0.55, 2.13, -0.47)
N (-1.24, 3.12, 0.38)
C (-1.10, 4.30, 0.06)
O (-1.00, 5.40, -0.28)
C (-0.60, 0.78, 0.30)
C (0.68, -0.07, 0.12)
C (1.73, 0.37, 1.14)
C (3.05, -0.40, 1.22)
F (4.11, 0.44, 1.21)
F (3.08, -1.02, 2.44)
C (3.32, -1.56, 0.22)
F (2.33, -2.47, 0.23)
F (4.41, -2.20, 0.67)
S (3.72, -1.09, -1.57)
F (5.19, -0.72, -1.16)
F (3.28, 0.42, -1.34)
F (2.25, -1.47, -2.05)
F (4.18, -2.58, -1.84)
F (4.06, -0.72, -3.06)
H (-1.08, -2.07, 2.19)
H (-1.62, -1.36, 3.75)
H (-0.61, -0.43, 2.69)
H (-2.87, -1.77, 0.36)
H (-3.83, -0.33, 0.34)
H (-0.55, -0.66, -2.56)
H (-2.72, -1.35, -2.28)
H (-0.09, -2.90, -1.50)
H (-3.26, 1.73, -0.50)
H (-3.11, 0.75, -1.96)
H (-1.74, 2.79, -2.14)
H (-0.91, 1.42, -2.37)
H (0.46, 2.48, -0.69)
H (-0.75, 1.13, 1.31)
H (0.37, -1.09, 0.31)
H (1.00, 0.08, -0.90)
H (1.99, 1.41, 0.95)
H (1.29, 0.37, 2.13)

Atom charges from the Löwdin analysis, given in e for atoms 1 to 8: H 0.057; N 0.166; C -0.419; C -0.012; C -0.111; C -0.442; P 0.780; N -0.238

---

Question: What is the calculated total energy in the sixth record?
Answer: -44324.3384 eV

---

Question: What is the formula in the sixth record?
Answer: C12H19F6N2O6

---

Question: Which of these has the highest multiplicity?
Answer: C12H19ClCrIN4O